2 unconnected molecules or ions with the total composition C12H15BCl3NO in a non-equilibrium geometry, computed with ωB97M-V/def2-TZVPD.

Calculated values
F_max   0.041 hartree/bohr
Gap between HOMO and LUMO   7.97 eV
2S+1   1

```
33
Properties=species:S:1:pos:R:3:mulliken_charge:R:1
Cl -1.1618 1.5786 4.0327 -0.2997
B -0.4043 -0.0149 3.5293 0.6636
Cl 0.5979 -0.8403 4.8908 -0.3131
Cl -1.7166 -1.2402 2.9528 -0.2923
O 0.4644 0.3201 2.3766 -0.3609
C 0.9913 -0.5420 1.6097 -0.3275
C 1.8829 -0.1443 0.5638 0.8306
C 2.6471 -1.1328 -0.0893 -0.3070
C 3.5178 -0.8116 -1.1254 -0.6243
C 3.6584 0.5312 -1.5240 -0.4051
C 2.9311 1.5213 -0.8464 -0.5782
C 2.0547 1.2138 0.1848 -0.3834
H 0.8036 -1.5984 1.7849 0.3375
H 2.5021 -2.1499 0.2579 0.3798
H 4.0755 -1.6022 -1.6232 0.3932
H 4.3230 0.7801 -2.3387 0.4281
H 3.0462 2.5698 -1.1343 0.3689
H 1.4701 1.9660 0.7053 0.4515
C -0.6362 -1.4475 -1.7482 -1.1409
C -1.4178 -0.4136 -1.0234 0.5400
N -1.0856 0.2995 -0.0260 -0.0434
C -2.3023 1.1531 0.3895 -0.6504
C -3.3876 0.9160 -0.6700 -0.5925
C -2.8415 -0.1936 -1.5774 -0.6592
H -1.3063 -1.9089 -2.4969 0.3875
H 0.2201 -0.9721 -2.2483 0.2078
H -0.2455 -2.1959 -1.0414 0.2386
H -2.6177 0.8181 1.3836 0.2183
H -1.9824 2.1952 0.4627 0.3229
H -4.3252 0.6061 -0.2131 0.2952
H -3.5839 1.8101 -1.2581 0.2550
H -2.7903 0.0723 -2.6403 0.3231
H -3.3811 -1.1434 -1.4998 0.3359
```


C2H2Cl2O2 in the gas phase in a non-equilibrium geometry, computed with ωB97M-V/def2-TZVPD.

Calculated values
F_max   0.042 hartree/bohr
Gap between HOMO and LUMO (spin up / spin down)   9.42 / 9.54 eV
2S+1   3

```
8
Properties=species:S:1:pos:R:3:mulliken_charge:R:1
C 0.1106 -0.6741 0.0348 -0.2905
C 1.1073 -1.0552 1.1144 0.2915
O -1.2638 -0.7766 0.4439 -0.0348
O -1.4884 -1.9825 0.9699 -0.2439
Cl 1.6721 -2.6348 1.2253 -0.1061
Cl 2.0805 0.2371 1.8383 -0.1579
H 0.2060 0.3677 -0.2588 0.2918
H 0.1286 -1.4641 -0.8154 0.2499
```


Question: Among the records above, which one has the highest F_max?
Answer: C2H2Cl2O2


Question: What is the 2S+1 in the first record?
Answer: 1